{
  "formula": "C43H105BrI2N2O12",
  "method": "wB97M-V/def2-TZVPD",
  "species": ["C", "C", "C", "C", "C", "C", "C", "C", "C", "C", "C", "C", "O", "N", "C", "Br", "C", "C", "C", "O", "C", "C", "N", "C", "O", "C", "C", "C", "C", "I", "C", "C", "I", "H", "H", "H", "H", "H", "H", "H", "H", "H", "H", "H", "H", "H", "H", "H", "H", "H", "H", "H", "H", "H", "H", "H", "H", "H", "H", "H", "H", "H", "H", "H", "H", "H", "H", "H", "H", "H", "H", "H", "H", "H", "H", "H", "H", "H", "H", "H", "H", "H", "H", "H", "C", "C", "O", "H", "H", "H", "H", "H", "H", "C", "C", "O", "H", "H", "H", "H", "H", "H", "C", "C", "O", "H", "H", "H", "H", "H", "H", "C", "C", "O", "H", "H", "H", "H", "H", "H", "C", "C", "O", "H", "H", "H", "H", "H", "H", "C", "C", "O", "H", "H", "H", "H", "H", "H", "C", "C", "O", "H", "H", "H", "H", "H", "H", "C", "C", "O", "H", "H", "H", "H", "H", "H", "C", "C", "O", "H", "H", "H", "H", "H", "H"],
  "coordinates": [[5.720, 1.204, 0.651], [6.373, 0.476, -0.529], [5.361, 0.037, -1.579], [4.399, -0.985, -0.951], [4.514, -2.388, -1.548], [3.231, -3.133, -1.155], [2.246, -3.183, -2.341], [0.843, -2.572, -2.061], [-0.194, -3.577, -2.558], [-1.689, -3.158, -2.628], [-2.076, -1.860, -1.907], [-3.581, -1.549, -2.132], [-4.013, -2.449, -3.119], [-3.644, -0.219, -2.717], [-4.816, 0.108, -3.426], [-4.516, 0.049, -5.402], [-5.224, 1.539, -3.127], [-6.661, 1.844, -3.506], [-4.655, -1.750, -1.017], [-4.718, -3.027, -0.435], [-3.886, -3.374, 0.619], [-4.697, -3.749, 1.872], [-4.326, -2.902, 2.978], [-5.114, -3.131, 4.178], [-3.206, -4.552, 0.228], [-1.879, -4.592, 0.671], [-1.674, -5.091, 2.108], [-0.309, -5.809, 2.150], [-4.915, -0.536, -0.081], [-3.232, 0.439, 0.859], [-6.129, -0.838, 0.847], [-7.352, -0.220, 0.176], [-6.094, 0.124, 2.779], [4.666, 1.016, 0.693], [6.125, 0.797, 1.561], [5.899, 2.259, 0.578], [7.130, 1.067, -1.019], [6.843, -0.419, -0.151], [5.820, -0.433, -2.430], [4.763, 0.876, -1.897], [3.360, -0.716, -1.081], [4.543, -1.123, 0.106], [5.367, -2.887, -1.111], [4.654, -2.325, -2.614], [3.445, -4.158, -0.894], [2.773, -2.682, -0.295], [2.086, -4.217, -2.604], [2.673, -2.698, -3.197], [0.773, -1.708, -2.704], [0.697, -2.262, -1.041], [-0.029, -4.479, -1.991], [0.102, -3.800, -3.570], [-1.889, -3.070, -3.687], [-2.294, -3.981, -2.293], [-1.707, -1.864, -0.900], [-1.526, -1.081, -2.405], [-3.566, -2.229, -3.936], [-3.346, 0.508, -2.092], [-5.648, -0.546, -3.256], [-5.121, 1.735, -2.066], [-4.569, 2.240, -3.612], [-6.779, 1.808, -4.574], [-6.875, 2.849, -3.186], [-7.364, 1.208, -3.000], [-5.558, -1.719, -1.612], [-3.134, -2.661, 0.930], [-5.760, -3.740, 1.693], [-4.447, -4.773, 2.129], [-3.341, -2.920, 3.156], [-6.108, -3.390, 3.860], [-4.692, -3.945, 4.755], [-5.208, -2.219, 4.744], [-1.394, -5.322, 0.045], [-1.339, -3.665, 0.522], [-2.473, -5.730, 2.429], [-1.543, -4.227, 2.741], [-0.399, -6.872, 2.050], [0.157, -5.557, 3.087], [0.320, -5.365, 1.396], [-5.304, 0.203, -0.748], [-6.325, -1.887, 0.920], [-7.169, 0.812, -0.070], [-7.483, -0.737, -0.765], [-8.227, -0.337, 0.780], [-3.398, -0.277, 6.659], [-3.479, 1.236, 6.601], [-3.333, 1.699, 5.259], [-2.451, -0.616, 6.260], [-3.498, -0.641, 7.682], [-4.186, -0.729, 6.049], [-2.683, 1.686, 7.188], [-4.439, 1.588, 6.997], [-4.042, 1.297, 4.759], [3.310, 5.270, 2.865], [3.158, 3.827, 2.423], [4.356, 3.085, 2.641], [4.128, 5.750, 2.327], [2.393, 5.833, 2.687], [3.546, 5.322, 3.929], [2.939, 3.772, 1.358], [2.338, 3.347, 2.969], [4.551, 3.117, 3.580], [3.845, -2.369, 3.735], [3.850, -0.909, 3.319], [3.414, -0.778, 1.974], [4.492, -2.951, 3.077], [4.188, -2.490, 4.762], [2.841, -2.791, 3.653], [4.857, -0.498, 3.376], [3.199, -0.313, 3.967], [2.521, -1.126, 1.917], [-2.986, -4.589, -7.714], [-3.101, -3.734, -6.466], [-1.817, -3.477, -5.892], [-2.500, -5.536, -7.482], [-3.968, -4.794, -8.141], [-2.376, -4.089, -8.470], [-3.692, -4.244, -5.707], [-3.586, -2.780, -6.699], [-1.290, -3.017, -6.549], [5.995, 2.970, -4.172], [5.786, 2.091, -5.391], [4.950, 0.982, -5.070], [6.447, 2.397, -3.362], [6.640, 3.819, -4.409], [5.039, 3.350, -3.803], [6.738, 1.699, -5.745], [5.324, 2.660, -6.205], [4.110, 1.334, -4.769], [1.837, 0.538, -7.735], [1.402, 1.666, -6.818], [2.298, 2.773, -6.928], [2.848, 0.216, -7.484], [1.165, -0.318, -7.653], [1.851, 0.871, -8.776], [1.409, 1.337, -5.780], [0.389, 1.999, -7.067], [2.284, 3.066, -7.841], [-1.012, 2.099, 11.071], [-0.915, 1.592, 9.643], [-1.155, 0.186, 9.593], [-0.291, 1.584, 11.705], [-0.822, 3.171, 11.122], [-2.004, 1.902, 11.483], [0.081, 1.773, 9.241], [-1.641, 2.102, 9.003], [-2.037, 0.032, 9.939], [4.487, 7.658, -5.590], [5.172, 6.567, -4.787], [6.559, 6.485, -5.114], [4.596, 7.468, -6.657], [3.424, 7.714, -5.350], [4.941, 8.630, -5.386], [4.732, 5.597, -5.007], [5.071, 6.754, -3.712], [6.958, 7.333, -4.912], [1.805, 4.453, 7.407], [1.729, 5.900, 6.952], [1.373, 5.992, 5.575], [2.534, 3.905, 6.809], [2.090, 4.386, 8.458], [0.841, 3.956, 7.276], [2.696, 6.387, 7.065], [0.994, 6.451, 7.549], [0.516, 5.575, 5.467]],
  "mulliken_charge": [-0.86, -0.87, -0.72, 0.22, -1.29, -0.79, -0.88, 0.06, -1.61, 0.20, -1.18, 0.12, -0.59, -0.02, -0.36, -0.20, -0.22, -1.44, -0.52, -0.50, 0.49, -1.83, 0.33, -0.87, -0.46, -0.35, -0.32, -1.34, -0.21, 0.10, 0.10, -1.61, 0.07, 0.21, 0.12, 0.40, 0.53, 0.29, 0.39, 0.25, 0.34, 0.00, 0.28, 0.59, 0.57, 0.30, 0.48, 0.54, 0.13, 0.33, 0.47, 0.37, -0.14, 0.36, 0.15, 0.73, 0.28, 0.42, 0.31, 0.36, 0.53, 0.37, 0.42, 0.30, 0.27, 0.49, 0.80, 0.53, 0.07, 0.40, 0.38, -0.10, 0.62, 0.28, 0.32, 0.09, 0.34, 0.42, 0.29, 0.00, 0.18, 0.48, 0.36, 0.58, -0.57, 0.14, -0.46, 0.25, 0.30, 0.06, -0.18, 0.26, 0.17, -1.03, -0.17, -0.41, 0.30, 0.33, 0.22, 0.29, 0.22, 0.23, -1.17, -0.16, -0.38, 0.29, 0.38, 0.30, 0.27, 0.29, 0.15, -1.30, 0.07, -0.44, 0.32, 0.37, 0.35, 0.28, 0.10, 0.22, -0.79, -0.25, -0.43, 0.05, 0.35, 0.32, 0.31, 0.22, 0.21, -0.88, -0.24, -0.47, 0.22, 0.23, 0.36, 0.22, 0.30, 0.27, -1.10, 0.14, -0.52, 0.28, 0.34, 0.35, 0.18, 0.03, 0.30, -1.13, 0.04, -0.53, 0.31, 0.32, 0.34, 0.11, 0.26, 0.29, -0.81, -0.36, -0.46, 0.22, 0.34, 0.20, 0.30, 0.31, 0.27],
  "total_energy_ha": -5882.9451,
  "homo_ev": -8.62,
  "orbital_gap_ha": 0.3121,
  "e_lumo_ev": -0.1263
}


{
  "formula": "C43H108BeN7O14",
  "method": "wB97M-V/def2-TZVPD",
  "species": ["Be", "C", "C", "C", "O", "H", "H", "H", "H", "H", "H", "H", "C", "O", "C", "C", "N", "C", "C", "O", "C", "H", "H", "H", "H", "H", "H", "H", "H", "H", "H", "H", "H", "H", "H", "H", "C", "O", "C", "C", "N", "C", "C", "O", "C", "H", "H", "H", "H", "H", "H", "H", "H", "H", "H", "H", "H", "H", "H", "H", "C", "O", "C", "C", "N", "C", "C", "O", "C", "H", "H", "H", "H", "H", "H", "H", "H", "H", "H", "H", "H", "H", "H", "H", "C", "O", "C", "C", "N", "C", "C", "O", "C", "H", "H", "H", "H", "H", "H", "H", "H", "H", "H", "H", "H", "H", "H", "H", "C", "O", "C", "C", "N", "C", "C", "O", "C", "H", "H", "H", "H", "H", "H", "H", "H", "H", "H", "H", "H", "H", "H", "H", "C", "O", "C", "C", "N", "C", "C", "O", "C", "H", "H", "H", "H", "H", "H", "H", "H", "H", "H", "H", "H", "H", "H", "H", "C", "C", "C", "O", "C", "N", "H", "H", "H", "H", "H", "H", "H", "H", "H", "H", "H"],
  "coordinates": [[-3.902, 1.184, 0.251], [0.435, -1.094, 0.746], [-0.094, 0.261, 0.305], [0.270, 0.389, -1.163], [-1.451, 0.365, 0.555], [1.509, -1.029, 0.568], [-0.019, -1.922, 0.202], [0.318, -1.252, 1.818], [0.366, 1.123, 0.788], [1.343, 0.380, -1.354], [-0.147, 1.243, -1.696], [-0.124, -0.463, -1.717], [-4.032, -1.816, 8.483], [-3.055, -1.614, 7.435], [-3.316, -0.428, 6.753], [-2.325, -0.305, 5.563], [-2.146, 1.010, 5.018], [-1.052, 1.016, 4.007], [0.366, 0.657, 4.552], [0.582, 1.395, 5.715], [1.774, 1.135, 6.408], [-4.220, -0.949, 9.117], [-3.653, -2.660, 9.060], [-4.993, -2.139, 8.084], [-3.107, 0.376, 7.459], [-4.337, -0.472, 6.375], [-2.715, -0.917, 4.749], [-1.418, -0.755, 5.966], [-1.837, 1.692, 5.696], [-1.014, 2.008, 3.557], [-1.347, 0.271, 3.268], [1.158, 0.942, 3.859], [0.345, -0.414, 4.753], [2.568, 1.357, 5.694], [1.807, 0.093, 6.726], [1.822, 1.830, 7.246], [-2.949, -2.049, 1.819], [-4.085, -1.586, 1.073], [-4.317, -2.448, -0.007], [-5.151, -1.761, -1.068], [-4.682, -0.486, -1.644], [-3.443, -0.611, -2.349], [-3.069, 0.691, -3.071], [-2.855, 1.783, -2.168], [-2.538, 3.105, -2.675], [-2.524, -1.308, 2.497], [-2.084, -2.167, 1.167], [-3.237, -2.972, 2.322], [-4.874, -3.292, 0.401], [-3.490, -2.919, -0.537], [-6.136, -1.686, -0.606], [-5.302, -2.475, -1.878], [-5.389, -0.149, -2.281], [-3.544, -1.410, -3.083], [-2.595, -0.906, -1.730], [-3.809, 0.992, -3.813], [-2.215, 0.582, -3.739], [-1.515, 3.326, -2.370], [-3.242, 3.815, -2.241], [-2.584, 3.153, -3.763], [1.418, -1.446, -6.484], [0.957, -2.308, -5.501], [0.538, -1.737, -4.236], [-0.326, -2.804, -3.489], [-1.615, -3.137, -4.120], [-2.353, -4.248, -3.522], [-3.483, -4.701, -4.514], [-2.975, -5.285, -5.687], [-3.955, -5.717, -6.621], [2.293, -1.829, -7.010], [1.730, -0.472, -6.107], [0.637, -1.201, -7.204], [-0.067, -0.838, -4.361], [1.486, -1.542, -3.734], [-0.532, -2.589, -2.440], [0.316, -3.682, -3.549], [-1.512, -3.301, -5.112], [-2.838, -4.136, -2.553], [-1.701, -5.111, -3.386], [-4.111, -3.868, -4.830], [-4.049, -5.415, -3.915], [-4.766, -6.333, -6.234], [-3.425, -6.401, -7.284], [-4.449, -4.932, -7.193], [-1.732, 4.036, 0.648], [-2.790, 3.290, 1.111], [-3.248, 3.760, 2.408], [-4.395, 2.852, 2.937], [-4.114, 1.450, 2.755], [-5.237, 0.575, 3.233], [-6.463, 0.611, 2.357], [-6.227, 0.332, 1.011], [-7.436, 0.314, 0.278], [-0.988, 4.323, 1.391], [-2.186, 4.983, 0.356], [-1.238, 3.594, -0.217], [-3.617, 4.777, 2.273], [-2.404, 3.763, 3.098], [-5.297, 3.091, 2.372], [-4.489, 3.138, 3.984], [-3.329, 1.401, 3.388], [-5.346, 0.658, 4.315], [-4.858, -0.439, 3.111], [-6.945, 1.585, 2.436], [-7.076, -0.216, 2.718], [-7.277, 0.173, -0.792], [-8.020, 1.230, 0.368], [-8.081, -0.544, 0.463], [5.971, 3.235, -0.902], [4.584, 3.036, -1.095], [3.927, 2.942, 0.185], [2.385, 3.188, 0.050], [1.982, 4.571, -0.295], [2.547, 5.573, 0.534], [2.275, 5.544, 2.006], [2.971, 4.523, 2.685], [2.152, 4.006, 3.729], [6.173, 4.220, -0.481], [6.379, 3.263, -1.913], [6.448, 2.399, -0.391], [4.448, 3.500, 0.964], [4.003, 1.908, 0.520], [1.894, 2.874, 0.971], [1.902, 2.485, -0.629], [2.304, 4.678, -1.247], [2.129, 6.544, 0.267], [3.631, 5.648, 0.449], [1.202, 5.441, 2.169], [2.630, 6.527, 2.315], [1.451, 3.232, 3.416], [1.685, 4.768, 4.352], [2.866, 3.507, 4.384], [10.448, -5.034, 1.367], [9.712, -5.672, 0.356], [8.580, -4.982, -0.136], [7.366, -4.756, 0.849], [6.187, -4.334, 0.137], [5.174, -4.024, 1.118], [3.844, -3.727, 0.429], [3.389, -4.837, -0.276], [2.108, -4.602, -0.816], [10.824, -4.132, 0.884], [11.242, -5.676, 1.747], [9.967, -4.696, 2.286], [8.213, -5.706, -0.863], [8.992, -4.043, -0.507], [7.654, -4.073, 1.648], [7.283, -5.701, 1.387], [5.852, -5.162, -0.335], [5.509, -3.131, 1.646], [5.113, -4.853, 1.824], [4.073, -2.955, -0.306], [3.057, -3.472, 1.139], [2.142, -3.670, -1.381], [1.283, -4.649, -0.105], [1.975, -5.446, -1.493], [4.205, 3.333, -4.732], [2.997, 4.166, -4.358], [1.742, 3.266, -4.076], [1.306, 2.433, -5.134], [-0.025, 1.984, -5.127], [3.225, 4.962, -3.161], [3.886, 2.666, -5.534], [4.610, 2.723, -3.925], [5.008, 3.941, -5.148], [2.769, 4.786, -5.225], [0.956, 3.879, -3.635], [2.008, 2.585, -3.268], [-0.241, 1.206, -5.859], [-0.752, 2.761, -5.365], [-0.348, 1.605, -4.157], [3.693, 4.322, -2.535], [3.875, 5.688, -3.428]],
  "mulliken_charge": [0.86, -1.67, 2.50, -0.04, 0.14, 0.67, -0.04, 0.17, -1.22, 0.73, -0.45, -1.14, -0.77, -0.35, -0.60, -0.07, -0.28, 1.34, -1.53, -0.41, -0.87, 0.31, 0.27, 0.31, 0.34, 0.24, -0.17, 0.42, 0.45, -0.18, -1.05, 0.95, 0.78, 0.33, 0.32, 0.26, 0.03, -0.06, -0.82, -1.07, 0.21, -0.18, -0.66, 0.02, -0.75, -0.56, -0.16, 0.57, 0.52, 0.36, 0.20, 0.68, 0.34, 0.09, -0.14, 0.60, 0.08, 0.02, 0.29, 0.39, -0.62, -0.44, -0.19, -0.57, -0.16, -0.37, -0.87, -0.31, -0.81, 0.29, 0.12, 0.28, -0.09, 0.54, 0.18, 0.53, 0.34, 0.01, 0.52, 0.37, 0.49, 0.33, 0.27, 0.30, -0.56, 0.10, -0.85, -0.82, 1.66, -0.64, -1.27, 0.29, -1.03, 0.24, 0.52, -0.36, 0.45, 0.39, 0.55, 0.25, -1.06, 0.57, 0.05, 0.56, 0.46, 0.29, 0.32, 0.36, -0.92, -0.19, -1.15, 0.91, -0.06, -0.68, -0.46, -0.35, -0.75, 0.34, 0.25, 0.34, 0.62, 0.47, -0.67, -0.44, 0.19, 0.53, 0.27, 0.18, 0.37, 0.18, 0.42, 0.25, -0.69, -0.35, -0.41, -0.74, -0.37, -0.76, -0.34, -0.42, -0.61, 0.31, 0.27, 0.27, 0.21, 0.35, 0.43, 0.34, 0.26, 0.37, 0.41, 0.29, 0.34, 0.20, 0.31, 0.33, -1.38, 0.26, -0.16, -0.38, -0.33, -0.53, 0.38, 0.20, 0.40, 0.51, 0.26, -0.02, 0.39, 0.45, -0.26, 0.05, 0.30],
  "total_energy_ha": -3153.8477,
  "homo_ev": -9.68,
  "charge": 1,
  "orbital_gap_ha": 0.2068,
  "de_lowest_kj_mol": 204.7,
  "e_lumo_ev": -4.0494
}